Record 1
# C13H32BeO3SSi

A molecular structure, C13H32BeO3SSi in a non-equilibrium geometry (ωB97M-V/def2-TZVPD, OMol25).

Element x y z (Å)
1 Be -0.291 2.286 -0.986
2 C 0.839 4.023 -0.318
3 H 0.056 4.784 -0.200
4 H 1.300 3.766 0.646
5 H 1.585 4.317 -1.063
6 H 2.405 6.177 0.633
7 H 2.903 6.669 0.987
8 C 2.805 1.445 -1.249
9 C 1.806 0.375 -1.652
10 C 1.582 0.273 -3.148
11 C 2.057 -0.950 -0.974
12 O 0.359 0.892 -1.093
13 Si -0.671 0.217 0.149
14 S -2.005 1.733 0.003
15 O -1.044 -1.338 -0.197
16 C -2.015 -1.927 -1.118
17 C -3.421 -1.447 -0.785
18 C -1.658 -1.561 -2.549
19 C -1.916 -3.433 -0.911
20 O 0.299 0.100 1.475
21 C -0.130 -0.450 2.756
22 C -1.511 0.069 3.140
23 C -0.150 -1.971 2.692
24 C 0.911 0.013 3.769
25 H 3.817 1.163 -1.580
26 H 2.829 1.554 -0.155
27 H 2.563 2.420 -1.689
28 H 2.478 -0.118 -3.654
29 H 0.746 -0.405 -3.372
30 H 1.354 1.261 -3.574
31 H 2.147 -0.832 0.115
32 H 1.267 -1.684 -1.195
33 H 3.006 -1.378 -1.339
34 H -3.513 -0.361 -0.914
35 H -4.138 -1.956 -1.448
36 H -3.671 -1.705 0.253
37 H -0.672 -1.952 -2.824
38 H -2.392 -2.026 -3.223
39 H -1.692 -0.477 -2.722
40 H -0.900 -3.794 -1.116
41 H -2.187 -3.701 0.119
42 H -2.606 -3.953 -1.592
43 H -2.299 -0.342 2.492
44 H -1.733 -0.242 4.171
45 H -1.547 1.163 3.088
46 H 0.843 -2.360 2.434
47 H -0.423 -2.371 3.680
48 H -0.878 -2.336 1.958
49 H 1.903 -0.374 3.505
50 H 0.951 1.108 3.811
51 H 0.654 -0.365 4.768

Properties
Frontier orbital gap ... 8.271 eV
Net charge ... 0
Lowest unoccupied orbital energy ... 0.44 eV
HOMO energy ... -7.8321 eV



Record 2
# C25H20BrN6O7PtS2

A molecular structure, C25H20BrN6O7PtS2 in a non-equilibrium geometry (ωB97M-V/def2-TZVPD, OMol25).

Element x y z (Å)
1 Pt -1.138 -0.105 -0.527
2 O 3.140 0.086 -0.133
3 S 2.106 0.265 -1.117
4 O 2.413 -0.091 -2.475
5 O 0.863 -0.503 -0.689
6 C 1.747 2.006 -1.125
7 C 2.459 2.775 -0.218
8 C 2.373 4.159 -0.249
9 C 1.599 4.783 -1.210
10 C 0.857 4.024 -2.099
11 C 0.905 2.638 -2.041
12 S -0.393 1.877 -3.011
13 O -0.252 2.235 -4.379
14 O -1.618 2.660 -2.415
15 O -0.606 0.477 -2.704
16 H 3.094 2.268 0.493
17 H 2.922 4.745 0.476
18 H 1.529 5.862 -1.251
19 H 0.193 4.514 -2.800
20 Br 0.516 -4.857 -3.459
21 C -0.634 -4.087 -2.185
22 C -1.510 -4.868 -1.454
23 C -2.341 -4.246 -0.535
24 C -2.250 -2.880 -0.364
25 N -1.372 -2.148 -1.058
26 C -0.582 -2.722 -1.965
27 H -1.542 -5.938 -1.604
28 H -3.047 -4.815 0.052
29 H -2.879 -2.338 0.329
30 H 0.101 -2.072 -2.499
31 N -1.233 1.845 -0.157
32 C -1.660 2.735 -0.932
33 C -2.177 4.006 -0.553
34 C -2.460 4.208 0.817
35 N -2.697 4.359 1.938
36 C -2.202 5.101 -1.442
37 N -2.214 6.008 -2.160
38 O -4.607 -0.142 -2.526
39 C -3.827 -0.066 -1.645
40 N -3.118 0.010 -0.683
41 C 2.882 -2.230 2.669
42 N 2.148 -2.686 1.517
43 C 2.886 -2.537 0.277
44 C 0.704 -2.534 1.468
45 C 0.001 -1.316 2.087
46 C 0.110 -1.225 3.483
47 C -0.561 -0.293 4.248
48 C -1.439 0.578 3.629
49 C -1.597 0.518 2.255
50 C -0.868 -0.389 1.491
51 H 3.925 -2.533 2.551
52 H 2.515 -2.702 3.584
53 H 2.864 -1.139 2.805
54 H 3.762 -3.193 0.306
55 H 3.228 -1.516 0.082
56 H 2.271 -2.858 -0.563
57 H 0.238 -3.394 1.974
58 H 0.448 -2.608 0.426
59 H 0.736 -1.950 3.987
60 H -0.416 -0.268 5.321
61 H -2.011 1.307 4.189
62 H -2.279 1.202 1.774

Properties
Frontier orbital gap ... 6.172 eV
Net charge ... -1
Lowest unoccupied orbital energy ... 1.44 eV
HOMO energy ... -4.7347 eV



Record 3
# C46H106F15N7O17

12 unconnected molecules or ions with the total composition C46H106F15N7O17 in a non-equilibrium geometry (ωB97M-V/def2-TZVPD, OMol25).

Element x y z (Å)
1 C 5.644 1.315 -3.902
2 C 4.750 1.520 -5.222
3 O 3.744 0.834 -5.355
4 N 5.059 2.461 -6.130
5 H 4.398 2.542 -6.919
6 H 2.206 2.415 -4.916
7 C 5.888 3.669 -5.819
8 H 5.302 2.091 -3.219
9 H 6.702 1.540 -4.102
10 H 5.399 0.328 -3.530
11 H 6.415 4.072 -6.724
12 H 6.671 3.333 -5.164
13 H 5.354 4.506 -5.348
14 C -7.351 0.850 -1.318
15 C -7.741 0.291 -0.011
16 O -6.847 -0.196 0.670
17 N -9.006 0.358 0.392
18 H -9.586 0.684 -0.331
19 H -4.880 -0.104 0.462
20 C -9.209 0.587 1.816
21 H -7.982 0.552 -2.113
22 H -6.370 0.495 -1.580
23 H -7.255 1.937 -1.210
24 H -8.248 0.967 2.012
25 H -9.388 -0.272 2.473
26 H -9.790 1.416 2.093
27 C 2.726 7.662 -4.979
28 C 2.702 6.657 -3.820
29 C 2.350 7.361 -2.520
30 O 2.371 6.537 -1.447
31 C 3.666 6.302 -0.903
32 N 1.641 5.593 -3.987
33 H 0.861 5.974 -4.511
34 H 2.011 4.763 -4.403
35 H 1.356 5.409 -3.036
36 H 3.635 8.295 -4.703
37 H 1.876 8.347 -4.921
38 H 2.808 7.169 -5.931
39 H 3.595 6.033 -3.646
40 H 1.320 7.799 -2.681
41 H 3.041 8.219 -2.446
42 H 3.562 6.279 0.216
43 H 4.409 6.963 -1.188
44 H 3.976 5.257 -1.093
45 C 0.333 -0.483 3.177
46 C 1.032 -0.123 1.859
47 C 0.510 -0.988 0.676
48 O 0.286 -0.126 -0.401
49 C 0.136 -0.917 -1.569
50 N 0.726 1.289 1.458
51 H 0.361 1.784 2.231
52 H 1.542 1.707 1.087
53 H -0.042 1.304 0.760
54 H 0.735 0.087 4.014
55 H 0.513 -1.527 3.326
56 H -0.680 -0.199 3.038
57 H 2.106 -0.104 1.943
58 H -0.431 -1.439 1.028
59 H 1.205 -1.757 0.333
60 H -0.568 -1.741 -1.369
61 H 1.068 -1.194 -2.005
62 H -0.215 -0.193 -2.312
63 C 7.383 -4.455 1.444
64 C 5.915 -4.148 1.443
65 C 5.549 -2.941 0.606
66 O 4.156 -2.729 0.796
67 C 3.867 -1.908 1.908
68 N 5.177 -5.287 0.990
69 H 5.505 -6.202 1.272
70 H 4.166 -5.174 1.105
71 H 4.535 -5.108 -0.748
72 H 8.008 -3.553 1.423
73 H 7.778 -5.036 0.597
74 H 7.758 -4.996 2.270
75 H 5.592 -3.908 2.464
76 H 5.746 -3.173 -0.457
77 H 6.229 -2.150 1.003
78 H 3.821 -0.813 1.724
79 H 4.587 -2.036 2.726
80 H 2.876 -2.357 2.223
81 C -0.456 -2.277 8.642
82 C -0.857 -1.407 7.424
83 C -1.312 -2.345 6.247
84 O -2.140 -3.506 6.576
85 C -1.552 -4.749 6.870
86 N -1.960 -0.523 7.776
87 H -1.746 -0.202 8.735
88 H -2.056 0.629 6.350
89 H -2.809 -1.083 7.914
90 H -1.379 -2.504 9.196
91 H 0.192 -1.691 9.320
92 H -0.045 -3.238 8.437
93 H -0.008 -0.879 6.983
94 H -0.440 -2.680 5.721
95 H -1.894 -1.779 5.588
96 H -0.527 -4.806 6.523
97 H -2.309 -5.444 6.436
98 H -1.475 -4.993 7.902
99 C -3.364 -3.854 3.008
100 C -4.711 -3.814 2.350
101 C -5.803 -4.339 3.263
102 O -6.916 -4.629 2.454
103 C -8.185 -4.944 3.145
104 N -5.115 -2.484 1.902
105 H -4.570 -2.262 1.093
106 H -6.154 -2.398 1.720
107 H -4.889 -1.704 2.485
108 H -2.572 -3.333 2.507
109 H -3.062 -4.911 3.065
110 H -3.417 -3.426 4.017
111 H -4.624 -4.459 1.434
112 H -5.884 -3.591 4.082
113 H -5.336 -5.282 3.716
114 H -8.937 -4.135 2.910
115 H -7.999 -4.970 4.230
116 H -8.609 -5.892 2.804
117 C 4.160 2.318 -0.173
118 O 3.452 1.008 -0.141
119 O 3.945 2.923 -1.311
120 C 3.521 3.062 0.973
121 F 4.121 4.173 1.406
122 F 2.203 3.421 0.619
123 F 3.331 2.221 2.092
124 C 3.631 0.094 -1.139
125 C 2.824 0.515 -2.389
126 H 2.722 -0.332 -3.074
127 H 1.864 0.920 -2.123
128 H 3.416 1.329 -2.860
129 H 3.231 -0.856 -0.845
130 H 4.585 -0.121 -1.575
131 H 5.189 2.032 0.118
132 C 0.487 2.566 -5.796
133 O 0.754 1.936 -6.967
134 O 1.706 3.105 -5.263
135 C -0.485 3.793 -6.280
136 F 0.142 4.789 -6.955
137 F -1.479 3.237 -6.955
138 F -1.058 4.529 -5.153
139 C 0.516 0.526 -7.203
140 C 0.493 0.279 -8.757
141 H 0.009 -0.722 -8.764
142 H -0.108 0.981 -9.310
143 H 1.498 0.280 -9.241
144 H -0.589 0.394 -6.965
145 H 1.052 -0.257 -6.622
146 H -0.142 2.012 -5.134
147 C 3.466 -3.933 -1.972
148 O 2.206 -4.303 -1.510
149 O 4.521 -4.857 -1.738
150 C 3.266 -3.666 -3.481
151 F 4.424 -3.251 -3.944
152 F 2.809 -4.724 -4.154
153 F 2.466 -2.616 -3.622
154 C 1.975 -5.592 -1.008
155 C 2.284 -6.728 -1.973
156 H 3.122 -7.366 -1.688
157 H 1.344 -7.299 -2.042
158 H 2.528 -6.281 -2.900
159 H 0.899 -5.621 -0.783
160 H 2.441 -5.789 -0.031
161 H 3.744 -2.976 -1.541
162 C -2.482 2.281 5.457
163 O -3.019 2.605 4.138
164 O -1.870 0.998 5.489
165 C -1.532 3.453 5.676
166 F -0.976 3.446 6.927
167 F -0.492 3.367 4.809
168 F -2.111 4.604 5.400
169 C -4.441 2.287 3.965
170 C -4.845 2.751 2.601
171 H -4.523 2.055 1.762
172 H -5.944 2.717 2.501
173 H -4.411 3.756 2.516
174 H -4.931 2.818 4.781
175 H -4.651 1.250 4.068
176 H -3.250 2.352 6.226
177 C -3.189 -0.083 -0.445
178 O -3.571 0.930 -1.349
179 O -3.904 0.001 0.779
180 C -3.416 -1.359 -1.055
181 F -2.878 -2.316 -0.233
182 F -4.694 -1.700 -1.119
183 F -2.922 -1.485 -2.332
184 C -2.725 2.078 -1.504
185 C -2.185 2.202 -2.913
186 H -1.665 1.284 -3.160
187 H -3.037 2.214 -3.573
188 H -1.625 3.172 -2.906
189 H -1.909 1.962 -0.760
190 H -3.338 2.994 -1.260
191 H -2.080 -0.103 -0.206

Properties
Frontier orbital gap ... 7.438 eV
Net charge ... +2
Lowest unoccupied orbital energy ... -3.68 eV
HOMO energy ... -11.1216 eV



Record 4
# CH2ClNO2S2

A single CH2ClNO2S2 molecule in a non-equilibrium geometry (ωB97M-V/def2-TZVPD, OMol25).

Element x y z (Å)
1 O -2.336 -1.222 1.365
2 S -2.301 -0.669 -0.005
3 O -2.883 -1.414 -1.108
4 Cl -3.289 1.098 0.003
5 N -0.267 0.037 -0.413
6 C 0.657 -0.039 0.472
7 S 2.212 0.172 -0.058
8 H 0.067 0.336 -1.310
9 H 0.491 -0.317 1.453

Properties
Frontier orbital gap (spin up / spin down) ... 6.221 / 6.219 eV
Net charge ... 0
Lowest unoccupied orbital energy (spin up / spin down) ... -2.75 / -2.75 eV
HOMO energy (spin up / spin down) ... -8.9672 / -8.9659 eV



Record 5
# C7H8ClN2O2P

A single C7H8ClN2O2P molecule in a non-equilibrium geometry (ωB97M-V/def2-TZVPD, OMol25).

Element x y z (Å)
1 C 0.080 1.124 3.134
2 C -0.755 1.855 2.270
3 C 0.844 0.046 2.627
4 C -0.907 1.530 0.954
5 C 0.681 -0.316 1.307
6 C -0.134 0.400 0.492
7 C -0.143 0.043 -0.920
8 N 0.367 0.684 -1.851
9 N -0.631 -1.260 -1.150
10 O 1.563 -1.253 -3.269
11 O -0.484 -3.540 -2.612
12 P -0.336 -2.052 -2.644
13 Cl -1.442 -1.312 -4.102
14 H 0.414 1.578 4.017
15 H -1.217 2.678 2.540
16 H 1.235 -0.646 3.311
17 H -1.552 2.031 0.229
18 H 1.306 -1.019 0.755
19 H 0.394 1.666 -1.534
20 H 1.487 -0.312 -3.156
21 H -0.770 -1.928 -0.401

Properties
Frontier orbital gap (spin up / spin down) ... 6.024 / 6.868 eV
Net charge ... 0
<S²> ... 2.055
Lowest unoccupied orbital energy (spin up / spin down) ... 0.01 / -3.36 eV
HOMO energy (spin up / spin down) ... -6.0113 / -10.2264 eV
Spin multiplicity ... 3



Record 6
# C18H43N2O4Si3Ti

A molecular structure, C18H43N2O4Si3Ti (ωB97M-V/def2-TZVPD, OMol25).

Element x y z (Å)
1 Ti 0.281 -0.176 -0.200
2 C 4.885 -2.112 1.624
3 N 3.426 -1.925 1.711
4 C 2.771 -2.608 2.844
5 C 2.741 -1.236 0.860
6 O 1.457 -1.138 0.975
7 C 3.404 -0.524 -0.312
8 O 2.423 0.260 -1.006
9 C 2.678 1.661 -1.144
10 C 1.647 2.401 -0.309
11 O 0.682 1.686 0.161
12 N 1.730 3.671 -0.090
13 C 0.744 4.383 0.742
14 C 2.804 4.511 -0.655
15 H 5.367 -1.536 2.412
16 H 5.098 -3.169 1.773
17 H 5.273 -1.816 0.654
18 H 3.452 -2.576 3.690
19 H 1.843 -2.106 3.094
20 H 2.578 -3.646 2.573
21 H 4.221 0.108 0.036
22 H 3.815 -1.259 -1.009
23 H 3.696 1.906 -0.839
24 H 2.564 1.925 -2.198
25 H 0.221 3.682 1.383
26 H 1.281 5.109 1.348
27 H 0.040 4.906 0.096
28 H 3.252 4.049 -1.530
29 H 2.361 5.457 -0.957
30 H 3.559 4.699 0.107
31 C 1.018 -1.903 -2.787
32 O 0.164 -1.378 -1.728
33 Si -1.624 -1.556 -1.644
34 C -2.234 -0.956 -3.281
35 C -2.074 -3.325 -1.417
36 C -1.601 -0.404 -0.131
37 Si -1.977 -1.208 1.635
38 C -3.820 -1.362 1.766
39 C -1.247 -0.062 2.917
40 C -1.108 -2.868 1.787
41 Si -2.561 1.251 -0.550
42 C -2.690 2.341 0.949
43 C -4.253 0.848 -1.192
44 C -1.509 2.117 -1.867
45 H 1.300 -1.091 -3.452
46 H 0.461 -2.659 -3.334
47 H 1.891 -2.362 -2.332
48 H -1.702 -1.510 -4.061
49 H -2.127 0.105 -3.488
50 H -3.287 -1.223 -3.394
51 H -1.775 -3.906 -2.294
52 H -3.167 -3.388 -1.377
53 H -1.681 -3.808 -0.529
54 H -4.318 -0.392 1.767
55 H -4.059 -1.855 2.713
56 H -4.245 -1.970 0.965
57 H -1.795 0.873 3.023
58 H -0.192 0.185 2.752
59 H -1.291 -0.574 3.882
60 H -0.313 -3.051 1.063
61 H -1.812 -3.698 1.713
62 H -0.656 -2.922 2.781
63 H -3.393 1.946 1.684
64 H -3.094 3.304 0.622
65 H -1.740 2.528 1.450
66 H -4.805 0.179 -0.531
67 H -4.255 0.424 -2.195
68 H -4.818 1.784 -1.242
69 H -0.700 1.518 -2.306
70 H -1.063 3.027 -1.463
71 H -2.143 2.413 -2.707

Properties
Frontier orbital gap ... 8.182 eV
Net charge ... +3
Lowest unoccupied orbital energy ... -10.02 eV
HOMO energy ... -18.2067 eV



Going through the records in order, we get energy values of -39262.1396 -144481.0099 -135402.8423 -40844.3207 -36271.0080 -77262.3862 eV.